(1)
C3H3F3 in the gas phase. Source: the Open Molecules 2025 dataset; level of theory: ωB97M-V/def2-TZVPD.

HOMO-LUMO gap   11.36 eV
Structure (SMILES)   F[C@@H]1CC1(F)F
Relative energy (zero: lowest compared OMol25 entry of this formula, charge and spin)   98.98 kJ/mol

Last column: Löwdin charge in e.
CARTESIAN COORDINATES (ANGSTROEM)
F 1.592 0.971 0.088  0.0727
C 0.702 0.153 -0.439  -0.2733
C -0.729 0.496 -0.275  0.0492
C -0.080 -0.602 0.573  -0.5167
F 0.197 -0.334 1.834  0.1457
F -0.363 -1.878 0.336  0.1293
H 1.046 -0.356 -1.300  0.1469
H -1.402 0.118 -1.046  0.1203
H -0.963 1.432 0.229  0.1259


(2)
C3H3F3 in the gas phase. Source: the Open Molecules 2025 dataset; level of theory: ωB97M-V/def2-TZVPD.

HOMO-LUMO gap   10.85 eV
Structure (SMILES)   FCC=C(F)F
Relative energy (zero: lowest compared OMol25 entry of this formula, charge and spin)   87.65 kJ/mol

Last column: Löwdin charge in e.
CARTESIAN COORDINATES (ANGSTROEM)
F -1.256 1.407 -1.192  -0.0612
C -0.725 0.158 -0.914  -0.1957
C 0.123 0.379 0.307  -0.0173
C 0.834 -0.520 0.890  -0.4401
F 1.179 -1.727 0.503  0.1537
F 1.286 -0.319 2.101  0.1312
H -1.538 -0.613 -0.924  0.1364
H 0.049 -0.122 -1.677  0.1288
H 0.047 1.357 0.906  0.1643


(3)
C3H3F3O in the gas phase. Source: the Open Molecules 2025 dataset; level of theory: ωB97M-V/def2-TZVPD.

HOMO-LUMO gap (spin up / spin down)   6.81 / 9.49 eV
Relative energy (zero: lowest compared OMol25 entry of this formula, charge and spin)   106.27 kJ/mol
Multiplicity   3
⟨S²⟩   2.007

Last column: Löwdin charge in e.
CARTESIAN COORDINATES (ANGSTROEM)
C 0.555 1.297 0.988  0.0740
C 0.284 0.711 -0.185  -0.2099
C -0.516 -0.693 -0.224  -0.5777
O 0.297 -1.632 -0.816  0.0875
F 0.682 1.175 -1.415  0.0757
F -1.673 -0.611 -0.948  0.1012
F -0.745 -0.952 1.067  0.1107
H 1.214 2.132 0.806  0.0715
H 0.122 0.918 2.000  0.1237
H -0.221 -2.345 -1.274  0.1433


(4)
C3H3F3S in the gas phase. Source: the Open Molecules 2025 dataset; level of theory: ωB97M-V/def2-TZVPD.

HOMO-LUMO gap   8.55 eV
Structure (SMILES)   CC(=S)C(F)(F)F
Relative energy (zero: lowest compared OMol25 entry of this formula, charge and spin)   40.07 kJ/mol

Last column: Löwdin charge in e.
CARTESIAN COORDINATES (ANGSTROEM)
C -0.962 0.041 -0.959  -0.1408
C -0.319 0.585 0.213  -0.6714
S -0.770 1.736 1.272  0.7762
C 1.146 -0.287 0.708  -0.6999
F 1.604 -0.983 -0.312  0.1484
F 0.835 -1.161 1.642  0.1435
F 2.018 0.493 1.247  0.1642
H -1.961 0.457 -1.056  0.0777
H -0.453 0.157 -1.916  0.0978
H -1.137 -1.038 -0.838  0.1043


(5)
C3H3F6OP in the gas phase. Source: the Open Molecules 2025 dataset; level of theory: ωB97M-V/def2-TZVPD.

HOMO-LUMO gap   11.76 eV
Structure (SMILES)   O=P(C(F)F)(C(F)F)C(F)F
Relative energy (zero: lowest compared OMol25 entry of this formula, charge and spin)   158.72 kJ/mol

Last column: Löwdin charge in e.
CARTESIAN COORDINATES (ANGSTROEM)
O -1.080 -0.184 -1.697  -0.2859
P -0.274 -0.176 -0.474  0.8414
C 1.477 -0.341 -0.967  -0.4640
F 2.302 0.017 0.078  0.0157
F 1.916 -1.497 -1.370  0.0868
C -0.935 -1.273 0.955  -0.3153
F -0.287 -1.006 2.152  0.0115
F -2.227 -0.759 1.101  0.0011
C -0.430 1.507 0.288  -0.4384
F 0.026 1.792 1.521  0.0721
F 0.293 2.185 -0.634  0.0153
H 1.767 0.330 -1.815  0.1593
H -0.971 -2.314 0.859  0.1161
H -1.577 1.719 0.003  0.1842


(6)
A molecular structure, C3H3FIO2. Source: the Open Molecules 2025 dataset; level of theory: ωB97M-V/def2-TZVPD.

HOMO-LUMO gap (spin up / spin down)   7.77 / 7.77 eV
Total charge   -1
Relative energy (zero: lowest compared OMol25 entry of this formula, charge and spin)   86.12 kJ/mol

Last column: Löwdin charge in e.
CARTESIAN COORDINATES (ANGSTROEM)
C -1.740 -0.153 -2.005  -0.8240
C 0.020 -0.051 -0.021  -0.0881
C -0.766 -0.854 -0.984  -0.4469
O -2.918 -0.140 -1.919  0.0173
O -0.907 0.304 -2.743  0.0442
F 0.003 -1.719 -1.675  0.0047
I -2.350 -2.538 0.572  -0.0119
H -0.645 0.928 0.174  0.1471
H 0.024 -0.490 0.975  0.0327
H 1.064 -0.119 -0.530  0.1248


(7)
A molecular structure, C3H3FLiO2. Source: the Open Molecules 2025 dataset; level of theory: ωB97M-V/def2-TZVPD.

HOMO-LUMO gap   9.88 eV
Total charge   +1
Relative energy (zero: lowest compared OMol25 entry of this formula, charge and spin)   210.31 kJ/mol

Last column: Löwdin charge in e.
CARTESIAN COORDINATES (ANGSTROEM)
H -0.637 -1.423 0.258  0.2574
F 1.756 1.251 0.156  0.1046
O 0.544 -0.080 -1.253  0.0359
O -1.023 0.622 0.092  -0.1130
C 1.198 0.027 0.023  -0.2803
C -0.084 -0.205 0.822  -0.0429
C -0.712 -0.341 -0.814  -0.2180
H 1.966 -0.746 0.125  0.1861
H -0.183 -0.040 1.893  0.1709
Li -2.825 0.934 -1.303  0.8994


(8)
A molecular structure, C3H3FMgO2. Source: the Open Molecules 2025 dataset; level of theory: ωB97M-V/def2-TZVPD.

HOMO-LUMO gap (spin up / spin down)   7.01 / 11.52 eV
Total charge   +1
Relative energy (zero: lowest compared OMol25 entry of this formula, charge and spin)   0.00 kJ/mol
Multiplicity   2
⟨S²⟩   0.751

Last column: Löwdin charge in e.
CARTESIAN COORDINATES (ANGSTROEM)
H 0.986 0.151 1.551  0.1665
F -0.075 -1.889 -0.820  0.0966
O -1.200 -0.022 -0.282  0.0457
O 0.662 1.051 -0.245  -0.0031
C -0.273 -1.010 0.194  -0.2685
C 0.954 -0.169 0.485  -0.0006
C -0.606 1.128 -0.480  -0.2779
H -0.721 -1.535 1.042  0.1828
H 1.876 -0.605 0.090  0.1612
Mg -1.602 2.900 -1.536  0.8972


(9)
C3H3FN2O2 in the gas phase. Source: the Open Molecules 2025 dataset; level of theory: ωB97M-V/def2-TZVPD.

HOMO-LUMO gap   8.10 eV
Structure (SMILES)   Oc1nc(F)c(O)[nH]1
Relative energy (zero: lowest compared OMol25 entry of this formula, charge and spin)   271.60 kJ/mol

Last column: Löwdin charge in e.
CARTESIAN COORDINATES (ANGSTROEM)
O 1.061 0.530 -2.090  0.0195
C 0.216 0.404 -1.022  -0.4349
N -0.843 1.160 -0.576  0.1704
C -1.182 0.585 0.559  -0.3058
F -2.322 0.976 1.211  0.0717
C -0.160 -0.302 0.999  -0.2584
O -0.339 -1.265 1.974  -0.0168
N 0.572 -0.622 -0.213  0.1566
H 0.997 1.558 -2.464  0.2160
H 0.611 -1.776 2.091  0.1852
H 1.388 -1.248 -0.470  0.1966


(10)
2 unconnected molecules or ions with the total composition C3H3FN2OS. Source: the Open Molecules 2025 dataset; level of theory: ωB97M-V/def2-TZVPD.

HOMO-LUMO gap   8.25 eV
Relative energy (zero: lowest compared OMol25 entry of this formula, charge and spin)   381.05 kJ/mol

Last column: Löwdin charge in e.
CARTESIAN COORDINATES (ANGSTROEM)
C -1.273 0.165 -0.057  -0.1565
C -0.903 -1.104 0.133  -0.0648
C 1.032 -0.001 -0.208  -0.8171
H 1.114 2.398 0.710  0.2808
H -1.394 -2.041 0.173  0.1221
H 0.906 -2.193 -0.238  0.1760
N -0.027 0.899 -0.223  -0.1665
N 0.412 -1.275 -0.170  0.0351
O 0.078 2.216 -0.115  -0.0649
F -2.588 0.625 -0.016  0.0650
S 2.643 0.309 0.012  0.5907


Which formula does entry 6 have?
C3H3FIO2